{"formula": "C43H44N3O2SeV", "method": "ωB97M-V with the def2-TZVPD basis set", "e_above_lowest_kj_mol": 0.0, "multiplicity": 2, "orbital_gap_ha": [0.2989, 0.3105], "homo_ev": [-10.9592, -11.1236], "total_charge": 1, "e_lumo_ev": [-2.83, -2.68], "elements": ["V", "O", "C", "C", "C", "C", "C", "C", "C", "C", "C", "O", "C", "C", "C", "C", "C", "C", "C", "C", "C", "C", "C", "C", "N", "C", "C", "C", "C", "C", "C", "C", "C", "C", "C", "C", "C", "H", "H", "H", "H", "H", "H", "H", "H", "H", "H", "H", "H", "H", "H", "H", "H", "H", "H", "H", "H", "H", "H", "H", "H", "H", "H", "H", "N", "C", "C", "C", "C", "N", "H", "H", "H", "H", "H", "H", "H", "H", "H", "H", "H", "H", "Se", "C", "C", "C", "C", "C", "C", "H", "H", "H", "H", "H"], "xyz": [[-0.807, -0.260, 0.812], [-1.622, 0.388, -0.510], [-1.928, 1.433, -1.465], [-0.564, 2.023, -1.834], [0.128, 2.654, -0.661], [0.177, 4.033, -0.528], [0.813, 4.581, 0.569], [1.411, 3.733, 1.484], [1.343, 2.365, 1.284], [2.065, 1.425, 2.213], [1.148, 0.519, 3.050], [0.240, -0.078, 2.101], [0.329, 1.324, 4.044], [-0.792, 2.040, 3.629], [-1.504, 2.821, 4.526], [-1.102, 2.899, 5.852], [0.014, 2.192, 6.272], [0.725, 1.406, 5.374], [1.909, -0.635, 3.682], [3.248, -0.516, 4.039], [3.926, -1.590, 4.604], [3.272, -2.794, 4.815], [1.931, -2.914, 4.473], [1.251, -1.840, 3.914], [0.684, 1.825, 0.240], [-2.821, 2.464, -0.803], [-3.322, 2.313, 0.482], [-4.127, 3.302, 1.042], [-4.438, 4.444, 0.322], [-3.953, 4.588, -0.974], [-3.157, 3.602, -1.533], [-2.621, 0.745, -2.633], [-2.178, 0.866, -3.945], [-2.859, 0.231, -4.979], [-3.979, -0.535, -4.709], [-4.421, -0.668, -3.395], [-3.751, -0.026, -2.369], [-0.686, 2.763, -2.621], [0.057, 1.208, -2.213], [-0.284, 4.662, -1.278], [0.855, 5.654, 0.703], [1.935, 4.121, 2.347], [2.674, 2.015, 2.896], [2.731, 0.787, 1.627], [-1.130, 2.006, 2.598], [-2.373, 3.369, 4.185], [-1.659, 3.503, 6.556], [0.331, 2.240, 7.305], [1.585, 0.848, 5.721], [3.783, 0.412, 3.886], [4.968, -1.481, 4.877], [3.802, -3.631, 5.251], [1.408, -3.845, 4.650], [0.199, -1.937, 3.672], [-3.117, 1.421, 1.060], [-4.520, 3.165, 2.042], [-5.064, 5.212, 0.758], [-4.206, 5.467, -1.553], [-2.811, 3.714, -2.555], [-1.298, 1.443, -4.187], [-2.505, 0.335, -5.997], [-4.506, -1.029, -5.515], [-5.295, -1.269, -3.175], [-4.103, -0.126, -1.350], [2.437, -0.116, -1.561], [3.395, -0.947, -0.818], [2.701, -1.801, 0.227], [1.862, -2.948, -0.328], [0.545, -2.549, -0.966], [-0.468, -2.178, 0.079], [2.907, 0.384, -2.306], [2.022, 0.584, -0.951], [4.180, -0.361, -0.325], [3.899, -1.603, -1.534], [2.084, -1.162, 0.867], [3.465, -2.224, 0.884], [1.660, -3.670, 0.472], [2.444, -3.488, -1.081], [0.134, -3.378, -1.540], [0.680, -1.696, -1.628], [-0.344, -2.755, 0.911], [-1.402, -2.420, -0.258], [-2.513, -1.161, 2.308], [-3.670, -2.106, 1.112], [-3.446, -3.457, 0.864], [-4.298, -4.163, 0.022], [-5.379, -3.524, -0.568], [-5.615, -2.179, -0.307], [-4.765, -1.471, 0.531], [-2.620, -3.964, 1.349], [-4.122, -5.216, -0.161], [-6.048, -4.076, -1.215], [-6.468, -1.681, -0.751], [-4.959, -0.428, 0.754]], "atomic_forces_ev_per_a": [[0.0135, -0.9078, -0.2644], [-0.9767, 0.8118, -1.0522], [0.2652, -0.6220, 0.2999], [0.1756, -0.0298, -0.0454], [-0.0728, -0.1347, 0.1267], [-0.0064, 0.0616, -0.0318], [0.0167, 0.0413, 0.0181], [0.0233, 0.0494, 0.0440], [-0.0352, -0.2135, -0.0139], [0.0488, 0.0930, 0.0103], [-0.3021, -0.2332, -0.5320], [1.0944, 0.2002, 1.5468], [-0.0893, 0.0556, 0.1015], [0.0001, 0.0367, -0.0116], [0.0358, 0.0008, 0.0383], [0.0024, -0.0192, -0.0344], [-0.0069, -0.0022, -0.0132], [-0.0136, 0.0311, 0.0438], [0.1182, -0.0035, 0.0381], [-0.0158, -0.0778, -0.0206], [-0.0315, 0.0052, -0.0118], [-0.0286, 0.0359, -0.0120], [0.0090, 0.0349, -0.0034], [-0.0028, -0.0315, 0.0743], [-0.1155, 0.3400, 0.0140], [-0.1680, 0.0292, -0.0480], [-0.0377, 0.1049, 0.0621], [0.0298, -0.0104, -0.0541], [0.0361, -0.0281, -0.0427], [-0.0046, -0.0063, 0.0411], [-0.0534, 0.0707, -0.0185], [-0.0078, 0.0708, -0.1679], [-0.0780, -0.0735, 0.0155], [0.0447, 0.0137, 0.0515], [-0.0439, -0.0186, 0.0600], [0.0367, 0.0126, -0.0660], [0.0281, 0.0668, 0.0118], [0.0009, 0.0497, -0.0120], [-0.0285, 0.0064, -0.0927], [-0.0089, -0.0187, 0.0180], [-0.0058, -0.0162, 0.0050], [-0.0047, -0.0044, -0.0182], [0.0582, -0.0065, -0.0116], [0.0032, 0.0274, 0.0027], [0.0208, -0.0276, 0.0071], [-0.0004, -0.0090, 0.0016], [0.0017, -0.0006, -0.0087], [-0.0019, 0.0017, -0.0078], [-0.0138, 0.0017, -0.0101], [0.0015, 0.0264, -0.0159], [-0.0107, -0.0014, -0.0039], [-0.0143, 0.0022, -0.0046], [-0.0009, 0.0106, 0.0013], [0.0252, 0.0019, -0.0144], [0.0154, -0.0119, -0.0154], [0.0138, 0.0003, -0.0055], [0.0057, -0.0116, -0.0070], [0.0031, -0.0131, 0.0070], [-0.0043, -0.0093, 0.0225], [0.0467, 0.0557, -0.0044], [-0.0022, 0.0082, 0.0142], [-0.0020, -0.0007, 0.0179], [0.0167, 0.0057, 0.0073], [0.0502, 0.0529, -0.1070], [0.0876, 0.0133, -0.0178], [-0.0554, 0.0743, -0.1522], [-0.0021, -0.0537, 0.1617], [0.0445, -0.0723, -0.0519], [-0.1737, 0.1814, 0.0671], [-0.0692, 0.1174, 0.0493], [0.0047, -0.0260, -0.0114], [0.0848, -0.0818, 0.0216], [0.0163, 0.0623, -0.0103], [0.0199, 0.0276, -0.0062], [0.0166, -0.0373, 0.0046], [0.0000, 0.0066, 0.0282], [0.0084, -0.0175, -0.0331], [0.0099, 0.0191, 0.0249], [-0.0081, -0.0629, 0.0066], [-0.0108, -0.0490, -0.0056], [0.0581, -0.0357, -0.0517], [0.0166, 0.0139, -0.0072], [0.0534, 0.1942, 0.0710], [-0.0477, 0.0178, -0.1066], [-0.0879, -0.0562, -0.1189], [0.0531, 0.0384, 0.0123], [-0.0134, 0.0396, 0.0186], [0.0329, -0.0642, 0.0560], [-0.0627, -0.0971, 0.1134], [-0.0265, -0.0183, 0.0191], [-0.0116, 0.0086, -0.0028], [0.0045, 0.0050, -0.0025], [-0.0003, -0.0042, 0.0141], [0.0059, -0.0173, -0.0096]], "lowdin_spin": [1.05, -0.03, 0.00, 0.00, 0.00, 0.00, 0.00, 0.00, 0.00, 0.00, 0.00, -0.03, 0.00, 0.00, 0.00, 0.00, 0.00, 0.00, 0.00, 0.00, 0.00, 0.00, 0.00, 0.00, 0.00, 0.00, 0.00, 0.00, 0.00, 0.00, 0.00, 0.00, 0.00, 0.00, 0.00, 0.00, 0.00, 0.00, 0.00, 0.00, 0.00, 0.00, 0.00, 0.00, 0.00, 0.00, 0.00, 0.00, 0.00, 0.00, 0.00, 0.00, 0.00, 0.00, 0.00, 0.00, 0.00, 0.00, 0.00, 0.00, 0.00, 0.00, 0.00, 0.00, 0.00, 0.00, 0.00, 0.00, 0.00, 0.00, 0.00, 0.00, 0.00, 0.00, 0.00, 0.00, 0.00, 0.00, 0.00, 0.00, 0.00, 0.00, 0.01, 0.01, 0.00, 0.00, 0.00, 0.00, 0.00, 0.00, 0.00, 0.00, 0.00, 0.00]}